DFT (wB97M-V/def2-TZVPD) results for a cluster of 2 separate species, C3H5O2 in total in a non-equilibrium geometry.

The geometry in XYZ format:
```
10
C3H5O2, DFT wB97M-V/def2-TZVPD
C 1.898 -1.953 -1.132
C 0.785 -0.314 0.392
C -2.147 1.942 0.660
O 0.111 0.494 0.834
O 1.141 -1.345 -0.160
H 2.470 -1.273 -1.744
H 1.915 -3.094 -0.937
H -2.475 1.303 -0.199
H -1.247 2.655 0.687
H -2.451 1.585 1.600
```

## Properties
- LUMO energy (spin up / spin down) (eV) = -6.820 / -5.983
- energy (eV) = -7272.499
- 2S+1 = 1
- gap between HOMO and LUMO (spin up / spin down) (eV) = 5.359 / 9.335
- total charge = +1
- molar mass (g mol⁻¹) = 73.071

Mulliken population analysis, charges in e, atoms 1 to 6: -0.214, 0.656, -0.815, -0.048, -0.115, 0.337

=====

DFT (wB97M-V/def2-TZVPD) results for a cluster of 2 separate species, C3H5O2 in total in a non-equilibrium geometry.

The geometry in XYZ format:
```
10
C3H5O2, DFT wB97M-V/def2-TZVPD
C 2.555 -0.381 0.002
C -1.768 0.102 0.091
C -0.343 0.314 -0.122
O 0.477 -0.577 0.038
O 3.193 0.518 0.055
H 2.652 -1.498 0.032
H -2.103 -0.932 -0.120
H -2.277 0.187 1.138
H -2.343 0.898 -0.621
H -0.042 1.367 -0.493
```

## Properties
- LUMO energy (spin up / spin down) (eV) = -6.251 / -9.307
- energy (eV) = -7272.496
- 2S+1 = 3
- gap between HOMO and LUMO (spin up / spin down) (eV) = 5.295 / 8.452
- total charge = +1
- molar mass (g mol⁻¹) = 73.071

Mulliken population analysis, charges in e, atoms 1 to 6: 0.265, -0.852, 0.298, -0.253, -0.057, 0.361

=====

DFT (wB97M-V/def2-TZVPD) results for the ion C3H5O2 with charge +1 in a non-equilibrium geometry.

The geometry in XYZ format:
```
10
C3H5O2, DFT wB97M-V/def2-TZVPD
C 0.016 -1.046 0.114
C -1.236 -0.260 -0.098
C 1.278 0.923 0.032
O -0.985 1.052 0.099
O 1.149 -0.402 0.024
H 0.077 -2.153 0.222
H -1.523 -0.478 -1.056
H -1.872 -0.422 0.719
H 1.815 1.167 -0.953
H 1.281 1.618 0.898
```

## Properties
- LUMO energy (spin up / spin down) (eV) = -6.728 / -7.658
- energy (eV) = -7272.507
- 2S+1 = 3
- gap between HOMO and LUMO (spin up / spin down) (eV) = 6.662 / 9.173
- total charge = +1
- molar mass (g mol⁻¹) = 73.071

Mulliken population analysis, charges in e, atoms 1 to 6: 0.002, -0.131, -0.175, -0.240, -0.178, 0.427

=====

DFT (wB97M-V/def2-TZVPD) results for the ion C3H5O2S with charge -1 in a non-equilibrium geometry.

The geometry in XYZ format:
```
11
C3H5O2S, DFT wB97M-V/def2-TZVPD
O -0.507 -1.018 2.133
C 0.219 -0.169 1.462
O 1.395 0.093 1.589
C -0.629 0.635 0.514
C -0.978 0.019 -0.798
S 0.376 0.081 -2.149
H -0.321 1.636 0.409
H -1.621 0.618 1.170
H -1.933 0.512 -1.293
H -1.313 -1.012 -0.713
H 0.388 1.440 -2.034
```

## Properties
- LUMO energy (eV) = 3.337
- energy (eV) = -18123.149
- 2S+1 = 1
- gap between HOMO and LUMO (eV) = 7.207
- total charge = -1
- molar mass (g mol⁻¹) = 105.138

Mulliken population analysis, charges in e, atoms 1 to 6: -0.782, 0.456, -0.679, -0.351, -0.697, -0.238

=====

DFT (wB97M-V/def2-TZVPD) results for a cluster of 2 separate species, C3H5O2S in total in a non-equilibrium geometry.

The geometry in XYZ format:
```
11
C3H5O2S, DFT wB97M-V/def2-TZVPD
C -0.502 1.297 -0.139
C -1.435 0.081 -0.271
C -0.634 0.596 -1.401
O 2.951 -1.723 0.059
O 1.857 -1.857 2.209
S 1.936 -1.096 0.931
H -1.041 2.320 0.026
H 0.488 1.138 0.373
H -1.026 -0.804 0.435
H -2.623 0.043 -0.313
H 0.030 0.004 -1.911
```

## Properties
- LUMO energy (spin up / spin down) (eV) = 4.027 / 2.879
- energy (eV) = -18119.069
- 2S+1 = 1
- gap between HOMO and LUMO (spin up / spin down) (eV) = 8.818 / 4.376
- total charge = -1
- molar mass (g mol⁻¹) = 105.138

Mulliken population analysis, charges in e, atoms 1 to 6: -0.312, -0.345, -0.293, -0.591, -0.597, 0.229

=====

DFT (wB97M-V/def2-TZVPD) results for a cluster of 2 separate species, C3H5O2S2 in total in a non-equilibrium geometry.

The geometry in XYZ format:
```
12
C3H5O2S2, DFT wB97M-V/def2-TZVPD
C -1.253 1.369 1.053
C 1.486 -1.736 -0.560
C -1.106 0.626 -0.216
O -0.423 2.367 1.037
O -2.137 1.054 1.897
S -0.135 1.076 -1.486
S 0.558 -1.736 1.006
H 0.667 -1.466 -1.294
H 1.825 -2.737 -0.662
H 2.096 -0.836 -0.665
H -1.668 -0.295 -0.248
H 0.090 2.313 0.138
```

## Properties
- LUMO energy (spin up / spin down) (eV) = 2.309 / 2.945
- energy (eV) = -28957.554
- 2S+1 = 1
- gap between HOMO and LUMO (spin up / spin down) (eV) = 5.260 / 6.786
- total charge = -1
- molar mass (g mol⁻¹) = 137.205

Mulliken population analysis, charges in e, atoms 1 to 6: 0.692, -0.653, -0.362, -0.444, -0.652, -0.464

=====

DFT (wB97M-V/def2-TZVPD) results for the ion C3H5O2S2 with charge -1 in a non-equilibrium geometry.

The geometry in XYZ format:
```
12
C3H5O2S2, DFT wB97M-V/def2-TZVPD
C -0.082 -1.893 1.517
C 0.285 -1.185 0.402
C 0.056 0.233 0.200
S -0.069 1.754 -1.458
O 1.181 1.747 -2.279
O -0.249 2.874 -0.504
S -1.524 1.065 -2.516
H 0.174 -2.911 1.518
H -0.553 -1.376 2.290
H 0.771 -1.692 -0.430
H 0.837 0.896 0.495
H -0.829 0.488 0.765
```

## Properties
- LUMO energy (eV) = 3.624
- energy (eV) = -28956.739
- 2S+1 = 1
- gap between HOMO and LUMO (eV) = 7.711
- total charge = -1
- molar mass (g mol⁻¹) = 137.205

Mulliken population analysis, charges in e, atoms 1 to 6: -0.854, 0.215, -1.046, 0.778, -0.581, -0.579

=====

DFT (wB97M-V/def2-TZVPD) results for a structure of composition C3H5O3Pr in a non-equilibrium geometry.

The geometry in XYZ format:
```
12
C3H5O3Pr, DFT wB97M-V/def2-TZVPD
H -0.519 0.245 2.538
O -1.135 0.989 0.041
C -0.135 0.704 0.709
C 1.408 -1.426 2.047
O 0.708 -0.129 0.104
O 0.059 0.814 2.004
C 1.868 -0.732 0.827
H 0.622 -2.177 1.957
H 1.939 -1.277 2.985
H 2.274 -1.410 0.067
H 2.546 0.100 1.040
Pr -0.903 -0.069 -2.047
```

## Properties
- LUMO energy (spin up / spin down) (eV) = -16.321 / -16.312
- energy (eV) = -23367.161
- 2S+1 = 4
- gap between HOMO and LUMO (spin up / spin down) (eV) = 3.716 / 9.253
- total charge = +3
- molar mass (g mol⁻¹) = 229.978

Mulliken population analysis, charges in e, atoms 1 to 6: 0.434, -0.547, 0.963, -0.049, -0.425, -0.428

=====

> Look up the total charge of the seventh one.

-1